(1)
DFT (ωB97M-V/def2-TZVPD) results for a structure of composition C4H12N3W in a non-equilibrium geometry.

HOMO-LUMO gap (alpha / beta), eV: 6.90 / 9.16
E_LUMO (alpha / beta), eV: -3.69 / -3.22
Spin multiplicity: 3
HOMO (alpha / beta), eV: -10.585 / -12.387
Total charge: +1

Each line ends with the Löwdin charge.
Element x y z (Å)
C: -1.36 1.56 -2.47  -0.33
W: -0.41 0.53 -1.00  1.03
N: 0.55 -1.20 -1.76  -0.06
H: -1.54 1.18 0.00  -0.06
H: 0.19 1.89 -1.58  -0.03
H: -1.89 2.54 -2.30  0.05
H: -1.99 0.64 -2.14  -0.01
H: -1.01 1.53 -3.54  0.04
H: 0.25 -2.05 -1.28  0.08
H: 1.55 -1.18 -1.71  0.07
H: 0.35 -1.40 -2.77  0.11
N: 1.08 0.04 2.95  0.09
C: 0.59 -1.28 2.86  -0.03
C: -0.03 -1.34 1.64  -0.11
N: 0.15 -0.11 0.98  -0.19
C: 0.79 0.66 1.82  -0.22
H: 1.60 0.39 3.74  0.17
H: 0.74 -1.99 3.64  0.12
H: -0.63 -2.17 1.24  0.12
H: 1.02 1.77 1.68  0.17

***

(2)
DFT (ωB97M-V/def2-TZVPD) results for a structure of composition CHO3PS2 in a non-equilibrium geometry.

HOMO-LUMO gap, eV: 6.09
E_LUMO, eV: 6.01
HOMO, eV: -0.076
Total charge: -2

Each line ends with the Löwdin charge.
Element x y z (Å)
C: 1.14 1.48 0.41  -1.15
O: 1.94 0.20 -2.14  -0.56
O: 0.34 1.38 1.35  -0.22
O: -0.04 -0.86 -0.92  -0.31
P: 0.66 0.62 -1.30  0.06
S: 2.62 2.30 0.52  0.28
S: -0.66 1.66 -2.37  -0.07
H: 0.55 -1.22 -1.58  -0.02

***

(3)
DFT (ωB97M-V/def2-TZVPD) results for a cluster of 9 separate species, C40H47N8O16 in total in a non-equilibrium geometry.

HOMO-LUMO gap, eV: 6.66
E_LUMO, eV: 0.12
HOMO, eV: -6.531
Total charge: -1

Each line ends with the Löwdin charge.
Element x y z (Å)
C: 0.79 -0.53 -0.43  -0.85
O: 0.06 0.33 -0.05  -0.02
O: 0.39 -1.34 -1.53  0.01
O: 1.97 -0.68 -0.04  -0.04
H: -0.48 -1.14 -1.80  0.04
C: 2.17 1.33 4.28  -0.04
C: 1.56 1.75 5.62  0.00
C: 0.02 1.54 5.81  0.05
C: -0.83 1.23 4.52  -0.09
C: -0.16 0.97 3.17  0.02
C: 1.35 0.91 3.18  -0.04
N: -2.30 1.29 4.56  -0.41
O: -2.82 1.16 5.63  0.07
O: -2.89 1.63 3.55  0.05
H: 3.23 1.53 4.22  0.07
H: 2.07 1.96 6.44  0.01
H: -0.69 1.78 6.76  0.13
H: -0.67 0.76 2.29  0.03
H: 1.91 0.60 2.25  0.10
C: 0.95 4.89 -0.62  -0.11
C: 0.71 6.32 -0.29  -0.05
C: 0.05 6.71 1.07  0.04
C: 0.00 5.59 2.15  -0.08
C: 0.14 4.09 1.66  0.05
C: 0.69 3.80 0.28  -0.09
N: -0.44 5.94 3.51  -0.37
O: -0.71 4.93 4.29  0.00
O: -0.57 7.07 3.83  0.08
H: 1.33 4.38 -1.51  0.09
H: 1.03 7.07 -0.94  0.05
H: -0.13 7.91 1.17  0.14
H: -0.24 3.31 2.41  0.09
H: 0.72 2.55 -0.01  0.17
C: -3.25 2.53 0.33  -0.14
C: -4.27 3.59 0.29  -0.02
C: -5.66 3.19 -0.14  0.01
C: -6.00 1.75 -0.16  -0.10
C: -4.88 0.63 -0.13  0.10
C: -3.54 1.23 0.21  -0.11
N: -7.41 1.36 -0.41  -0.30
O: -7.75 0.11 -0.88  -0.06
O: -8.23 2.23 -0.31  0.07
H: -2.11 3.02 0.28  0.15
H: -3.94 4.67 0.46  0.12
H: -6.48 3.94 -0.34  0.11
H: -5.13 -0.42 -0.14  0.08
H: -2.76 0.35 0.32  0.12
C: -1.15 -4.87 -1.57  -0.08
C: -1.98 -6.02 -2.17  -0.05
C: -1.44 -7.42 -1.94  0.04
C: -0.06 -7.69 -1.09  -0.07
C: 0.58 -6.45 -0.56  0.06
C: 0.01 -5.05 -0.83  -0.08
N: 0.37 -9.07 -0.89  -0.35
O: -0.16 -9.95 -1.65  0.02
O: 1.25 -9.33 -0.07  0.06
H: -1.52 -3.71 -1.44  0.13
H: -3.08 -5.79 -2.73  0.15
H: -2.12 -8.11 -2.42  0.06
H: 1.49 -6.66 0.12  0.12
H: 0.31 -4.40 -0.26  -0.01
C: -0.16 2.01 -4.38  -0.08
C: -0.24 3.17 -5.41  -0.06
C: -0.81 4.40 -4.91  -0.03
C: -1.16 4.57 -3.40  -0.05
C: -1.09 3.22 -2.54  0.08
C: -0.59 1.92 -3.08  -0.04
N: -1.72 5.78 -2.79  -0.40
O: -2.22 5.77 -1.64  0.03
O: -1.50 6.79 -3.38  0.07
H: 0.30 1.14 -4.87  0.09
H: 0.10 2.94 -6.47  0.10
H: -1.20 5.32 -5.57  0.14
H: -1.60 3.22 -1.63  0.03
H: -0.57 1.00 -2.61  0.06
C: 4.97 0.71 1.04  -0.22
O: 4.98 1.56 1.99  -0.05
N: 5.69 1.00 -0.12  -0.17
C: 5.68 0.09 -1.27  -0.08
C: 6.46 2.24 -0.27  -0.10
H: 4.60 -0.22 1.00  0.09
H: 6.21 0.68 -2.21  0.12
H: 4.76 -0.07 -1.68  0.04
H: 6.29 -0.79 -1.54  0.08
H: 6.55 2.59 -1.35  0.08
H: 7.57 2.04 -0.08  0.09
H: 6.29 3.16 0.42  0.11
C: 4.08 -3.23 -1.21  -0.30
O: 5.02 -3.00 -0.49  0.01
N: 3.88 -4.55 -1.64  -0.20
C: 3.00 -4.83 -2.72  -0.09
C: 4.67 -5.62 -1.01  -0.07
H: 3.19 -2.59 -1.71  0.17
H: 2.84 -5.85 -3.02  0.08
H: 3.42 -4.67 -3.72  0.10
H: 2.10 -4.52 -2.48  0.01
H: 3.92 -6.38 -0.81  0.05
H: 5.06 -5.33 0.00  0.09
H: 5.51 -6.25 -1.65  0.13
C: -3.60 -1.78 2.74  -0.31
O: -4.78 -2.02 2.95  0.00
N: -2.92 -2.44 1.73  -0.18
C: -1.48 -2.22 1.47  -0.03
C: -3.53 -3.55 1.00  -0.04
H: -2.98 -0.99 3.13  0.11
H: -1.03 -2.64 0.56  0.07
H: -0.86 -2.50 2.34  0.11
H: -1.44 -1.16 1.44  0.03
H: -3.67 -3.37 -0.08  0.09
H: -4.48 -3.71 1.49  0.08
H: -2.85 -4.33 1.16  0.06

***

(4)
DFT (ωB97M-V/def2-TZVPD) results for a structure of composition C25H33IN9OPRh in a non-equilibrium geometry.

HOMO-LUMO gap (alpha / beta), eV: 6.06 / 2.73
E_LUMO (alpha / beta), eV: -8.54 / -13.22
Spin multiplicity: 5
HOMO (alpha / beta), eV: -14.595 / -15.953
Total charge: +3

Each line ends with the Löwdin charge.
Element x y z (Å)
Rh: -0.24 0.18 0.83  1.08
N: -4.49 -0.31 -0.26  0.17
C: -3.26 -0.62 0.14  -0.09
N: -2.33 0.28 0.33  0.02
C: -2.61 1.62 0.02  -0.30
N: -1.61 2.48 -0.02  0.10
N: -0.45 2.01 0.31  -0.21
C: 0.73 2.73 0.06  0.01
C: 1.89 1.98 0.14  -0.24
C: 3.18 2.47 -0.16  0.03
C: 4.24 1.60 -0.20  -0.01
C: 4.03 0.24 0.08  0.00
C: 2.75 -0.18 0.42  -0.10
N: 1.71 0.64 0.47  -0.04
C: -3.95 2.02 -0.31  -0.09
C: -4.33 3.35 -0.49  0.01
C: -5.64 3.64 -0.82  -0.01
C: -6.58 2.62 -0.98  0.00
C: -6.22 1.30 -0.80  0.02
C: -4.91 1.00 -0.46  -0.15
H: -5.16 -1.06 -0.42  0.18
H: -3.04 -1.66 0.31  0.14
H: 0.68 3.76 -0.27  0.14
H: 3.30 3.52 -0.38  0.14
H: 5.23 1.95 -0.46  0.13
H: 4.83 -0.47 0.03  0.13
H: 2.55 -1.22 0.66  0.10
H: -3.60 4.14 -0.37  0.12
H: -5.93 4.68 -0.96  0.13
H: -7.60 2.87 -1.26  0.13
H: -6.96 0.51 -0.92  0.13
C: -0.98 -4.23 -0.34  -0.09
N: -0.18 -4.48 0.85  -0.30
C: 0.13 -5.87 1.12  -0.08
P: 0.23 -3.27 1.91  0.55
O: 0.01 -1.96 1.22  -0.40
N: 1.79 -3.58 2.35  -0.30
C: 2.32 -3.64 3.71  -0.10
C: 2.72 -4.00 1.31  -0.09
N: -0.64 -3.30 3.33  -0.30
C: -1.78 -2.42 3.47  -0.10
C: -0.73 -4.51 4.15  -0.08
H: -0.57 -4.79 -1.19  0.10
H: -0.96 -3.17 -0.59  0.06
H: -2.02 -4.55 -0.21  0.09
H: 0.73 -6.30 0.31  0.10
H: -0.78 -6.47 1.20  0.10
H: 0.70 -5.97 2.04  0.07
H: 1.59 -3.25 4.42  0.07
H: 3.23 -3.05 3.77  0.09
H: 2.58 -4.67 3.98  0.10
H: 2.30 -3.83 0.32  0.09
H: 2.96 -5.07 1.40  0.10
H: 3.66 -3.45 1.40  0.09
H: -1.60 -1.48 2.94  0.03
H: -1.95 -2.20 4.53  0.09
H: -2.71 -2.88 3.08  0.09
H: 0.15 -5.14 4.03  0.07
H: -1.61 -5.10 3.89  0.10
H: -0.81 -4.24 5.20  0.10
I: -1.98 2.33 3.51  1.36
C: -0.27 1.30 4.07  -0.70
C: 0.23 1.52 5.36  -0.05
C: 1.34 0.79 5.76  0.02
C: 1.89 -0.11 4.87  0.06
C: 1.33 -0.24 3.59  -0.07
N: 0.28 0.46 3.18  -0.02
H: -0.25 2.23 6.03  0.12
H: 1.76 0.93 6.75  0.14
H: 2.74 -0.71 5.15  0.14
H: 1.74 -0.94 2.86  0.09

***

(5)
DFT (ωB97M-V/def2-TZVPD) results for a cluster of 2 separate species, C3H8N4 in total in a non-equilibrium geometry.

HOMO-LUMO gap (alpha / beta), eV: 6.15 / 7.16
E_LUMO (alpha / beta), eV: 0.91 / -2.31
Spin multiplicity: 3
HOMO (alpha / beta), eV: -5.240 / -9.473
Total charge: 0

Each line ends with the Löwdin charge.
Element x y z (Å)
C: -1.06 0.05 1.46  -0.31
C: -1.09 1.52 1.19  -0.09
C: 1.69 -0.96 -1.25  -0.11
N: -1.48 -0.44 -2.22  0.13
N: -0.51 -0.74 -1.70  -0.22
N: -0.06 -0.72 1.22  0.05
N: 0.35 -1.13 -1.03  -0.06
H: -2.03 -0.41 1.75  0.11
H: -0.85 1.96 2.14  0.06
H: -2.02 1.87 0.77  0.07
H: -0.20 1.70 0.56  0.07
H: 1.91 0.14 -0.90  0.13
H: 2.27 -1.64 -0.66  0.07
H: 2.25 -0.92 -2.19  0.09
H: 0.81 -0.29 0.84  0.03

***

The records above give, respectively, relative energy (zero: lowest compared OMol25 entry of this formula, charge and spin) values of 57.72 47.43 142.31 141.65 289.53 kJ/mol.